{
  "formula": "C4H18N3O3S",
  "method": "ωB97M-V with the def2-TZVPD basis set",
  "symbols": ["C", "N", "C", "N", "C", "C", "S", "N", "H", "H", "H", "H", "H", "H", "H", "H", "H", "H", "H", "H", "H", "H", "O", "H", "H", "O", "H", "H", "O"],
  "coordinates": [[-0.216, -1.111, 0.251], [0.149, -0.795, -1.157], [1.536, -0.287, -1.338], [2.447, -0.924, -0.457], [-0.477, 0.140, 1.120], [-1.483, -0.226, 2.202], [-1.643, 1.153, 3.457], [0.801, 0.661, 1.624], [-0.988, -1.908, 0.209], [0.520, -1.727, 0.793], [-0.520, -0.092, -1.454], [1.779, -0.350, -2.434], [1.671, 0.731, -0.951], [2.657, -1.901, -0.349], [2.481, -0.476, 0.454], [-0.983, 0.884, 0.479], [-1.191, -1.206, 2.610], [-2.501, -0.264, 1.743], [0.863, 0.615, 2.644], [0.871, 1.664, 1.468], [-0.087, 3.033, -1.868], [0.203, 1.562, -1.746], [0.413, 2.405, -1.340], [-2.864, 1.718, 0.848], [-2.610, 2.999, 0.144], [-3.201, 2.242, 0.105], [1.440, -2.523, -2.206], [0.065, -2.874, -2.187], [0.866, -3.142, -2.661]],
  "nbo_charge": [-0.242, -0.687, -0.095, -0.891, -0.102, -0.525, -0.737, -0.895, 0.192, 0.202, 0.340, 0.170, 0.210, 0.360, 0.405, 0.178, 0.174, 0.190, 0.388, 0.373, 0.466, 0.465, -0.929, 0.493, 0.463, -0.962, 0.463, 0.483, -0.951],
  "charge": -1,
  "energy_ha": -951.3792,
  "fmax_ev_per_a": 1.9,
  "homo_lumo_gap_ev": 5.8347,
  "homo_ev": -3.0337
}

---

{
  "formula": "C30H59BBrN6O12S",
  "method": "ωB97M-V with the def2-TZVPD basis set",
  "symbols": ["C", "C", "C", "O", "C", "C", "C", "O", "O", "C", "S", "O", "O", "C", "B", "O", "C", "C", "C", "N", "O", "C", "C", "Br", "C", "C", "H", "H", "H", "H", "H", "H", "H", "H", "H", "H", "H", "H", "H", "H", "H", "H", "H", "H", "H", "H", "H", "H", "H", "H", "C", "C", "O", "N", "C", "H", "H", "H", "H", "H", "H", "H", "C", "C", "O", "N", "C", "H", "H", "H", "H", "H", "H", "H", "C", "C", "O", "N", "C", "H", "H", "H", "H", "H", "H", "H", "C", "C", "O", "N", "C", "H", "H", "H", "H", "H", "H", "H", "C", "C", "O", "N", "C", "H", "H", "H", "H", "H", "H", "H"],
  "coordinates": [[4.329, 4.407, -0.400], [3.476, 3.850, -1.552], [3.642, 2.360, -1.821], [2.700, 1.550, -1.020], [3.239, 0.332, -0.753], [4.017, 0.170, 0.379], [4.271, 1.316, 1.335], [5.300, 1.941, 1.217], [3.405, 1.630, 2.355], [2.042, 1.753, 1.961], [1.129, 0.165, 2.026], [0.173, 0.211, 3.086], [0.503, -0.043, 0.747], [4.600, -1.061, 0.661], [5.511, -1.397, 1.919], [5.635, -0.526, 2.988], [6.265, -2.775, 1.983], [7.275, -2.834, 0.772], [4.371, -2.078, -0.215], [3.604, -1.915, -1.284], [3.452, -3.013, -2.088], [3.013, -0.748, -1.591], [2.149, -0.719, -2.825], [3.175, -0.069, -4.370], [0.807, 0.049, -2.625], [-0.409, -0.887, -2.850], [3.920, 4.162, 0.583], [4.409, 5.487, -0.525], [5.345, 4.004, -0.405], [3.822, 4.361, -2.457], [2.428, 4.135, -1.429], [3.421, 2.173, -2.870], [4.674, 2.049, -1.631], [1.922, 2.244, 0.994], [1.553, 2.373, 2.714], [2.034, -0.844, 2.220], [6.323, 0.133, 2.820], [6.869, -2.809, 2.893], [5.569, -3.619, 2.032], [7.343, -1.814, 0.369], [8.257, -3.207, 1.053], [6.890, -3.439, -0.049], [4.822, -3.056, -0.064], [2.768, -3.576, -1.691], [1.867, -1.728, -3.103], [0.716, 0.486, -1.638], [0.751, 0.787, -3.425], [-0.145, -1.781, -3.429], [-0.885, -1.181, -1.910], [-1.183, -0.361, -3.427], [-4.309, -0.360, -5.433], [-3.926, 0.444, -4.215], [-2.753, 0.585, -3.872], [-4.914, 1.015, -3.500], [-6.343, 0.974, -3.741], [-3.407, -0.750, -5.896], [-4.946, -1.199, -5.150], [-4.827, 0.269, -6.157], [-4.588, 1.537, -2.700], [-6.708, 1.993, -3.867], [-6.837, 0.532, -2.873], [-6.583, 0.392, -4.625], [5.137, -7.149, -1.237], [5.677, -6.387, -0.054], [5.426, -5.195, 0.125], [6.456, -7.053, 0.821], [6.864, -8.448, 0.785], [4.534, -6.479, -1.843], [5.954, -7.529, -1.850], [4.510, -7.976, -0.903], [6.781, -6.482, 1.586], [6.518, -8.943, 1.693], [7.953, -8.500, 0.752], [6.457, -8.962, -0.078], [-2.134, 2.786, 4.059], [-2.061, 4.162, 4.678], [-2.524, 5.149, 4.127], [-1.454, 4.274, 5.889], [-0.851, 3.227, 6.694], [-2.643, 2.857, 3.102], [-1.134, 2.385, 3.891], [-2.697, 2.108, 4.701], [-1.440, 5.217, 6.244], [-1.353, 3.184, 7.662], [0.202, 3.463, 6.859], [-0.927, 2.259, 6.210], [-5.616, 2.846, 0.053], [-5.072, 3.881, -0.902], [-5.445, 3.937, -2.068], [-4.149, 4.752, -0.427], [-3.598, 4.822, 0.916], [-6.339, 2.228, -0.466], [-4.811, 2.206, 0.419], [-6.118, 3.327, 0.892], [-3.826, 5.415, -1.114], [-3.802, 5.802, 1.345], [-2.517, 4.684, 0.860], [-4.024, 4.059, 1.557], [-8.380, -1.208, 1.468], [-8.500, -0.119, 0.430], [-7.943, 0.961, 0.555], [-9.259, -0.375, -0.667], [-9.993, -1.585, -0.994], [-7.747, -0.853, 2.276], [-9.360, -1.455, 1.877], [-7.924, -2.099, 1.035], [-9.297, 0.395, -1.316], [-9.626, -1.982, -1.942], [-11.051, -1.343, -1.104], [-9.878, -2.340, -0.224]],
  "lowdin_charge": [-0.093, -0.199, -0.140, -0.058, -0.193, 0.015, -0.389, 0.180, 0.017, -0.178, 0.722, -0.318, -0.330, 0.017, -0.399, 0.151, -0.133, -0.079, 0.066, -0.019, 0.107, -0.090, -0.572, 0.811, -0.228, -0.076, 0.064, 0.079, 0.073, 0.118, 0.121, 0.065, 0.138, 0.118, 0.127, 0.095, 0.129, 0.104, 0.092, 0.075, 0.080, 0.049, 0.122, 0.161, 0.069, 0.082, 0.096, 0.074, 0.078, 0.035, -0.005, -0.526, -0.009, 0.030, -0.063, 0.081, 0.085, 0.087, 0.125, 0.086, 0.075, 0.072, 0.002, -0.520, -0.012, 0.024, -0.056, 0.076, 0.093, 0.092, 0.146, 0.089, 0.089, 0.076, 0.002, -0.547, 0.030, 0.006, -0.074, 0.066, 0.058, 0.093, 0.140, 0.085, 0.082, 0.072, -0.016, -0.548, 0.013, 0.010, -0.078, 0.048, 0.088, 0.093, 0.138, 0.088, 0.082, 0.057, -0.008, -0.541, 0.023, 0.007, -0.073, 0.082, 0.086, 0.084, 0.137, 0.082, 0.085, 0.072],
  "charge": 1,
  "energy_ha": -5406.7455,
  "fmax_ev_per_a": 2.6,
  "homo_lumo_gap_ev": 6.2468,
  "homo_ev": -10.4654
}